*1*
Computed, not measured: a cluster of 2 separate species, C7H13N3O2 in total, with ωB97M-V with the def2-TZVPD basis set.

The geometry in XYZ format:
```
25
C7H13N3O2, DFT ωB97M-V with the def2-TZVPD basis set
C -1.007 1.123 -0.750
C -3.235 0.336 -0.159
C -3.776 -0.283 -1.521
C -0.056 -1.243 1.391
C 3.283 0.788 1.096
C -1.681 0.343 0.171
C -1.069 -1.007 0.229
N -0.530 1.770 -1.541
N 3.461 -0.339 -0.953
N 2.501 0.411 -0.074
O -4.046 0.799 0.625
O -1.441 -1.891 -0.541
H -4.771 -0.339 -1.470
H -3.204 0.195 -2.310
H -3.436 -1.291 -1.409
H -0.049 -2.294 1.560
H 1.026 -0.745 1.141
H -0.461 -0.850 2.278
H 2.853 1.685 1.631
H 3.152 0.040 1.812
H 4.339 0.785 0.895
H -1.679 0.831 1.163
H 3.236 -0.122 -1.940
H 4.374 0.064 -0.787
H 2.216 1.233 -0.538
```

Properties
total charge = 0
structure (SMILES) = CC(=O)C(C#N)C(C)=O.CNN
gap between HOMO and LUMO = 9.70 eV

---

*2*
Computed, not measured: a cluster of 2 separate species, C7H13N3O2 in total, with ωB97M-V with the def2-TZVPD basis set.

The geometry in XYZ format:
```
25
C7H13N3O2, DFT ωB97M-V with the def2-TZVPD basis set
C -0.534 1.646 -4.087
C -1.164 1.450 -2.725
C -0.451 1.068 -0.520
C 1.045 -1.970 3.875
C -0.073 -2.623 3.061
C 0.097 -2.150 1.643
C 1.028 -0.508 3.520
H 1.031 2.779 -3.437
H 0.674 3.002 -5.007
H -1.346 1.747 -4.826
H 0.039 0.734 -4.349
H -1.738 2.338 -2.425
H -1.830 0.580 -2.706
H 0.413 0.931 0.083
H 2.014 -2.417 3.614
H 0.904 -2.100 4.956
H -0.033 -3.719 3.099
H -1.054 -2.319 3.447
H -0.106 -2.826 0.806
H 1.240 0.242 4.284
N 0.255 2.871 -4.095
N 0.535 -0.994 1.331
N 0.722 -0.058 2.366
O -0.082 1.248 -1.793
O -1.585 1.048 -0.115
```

Properties
total charge = 0
structure (SMILES) = C1=NN=CCC1.NCCOC=O
gap between HOMO and LUMO = 10.09 eV

---

Least stable of them? *1*.

---

*1*
Computed, not measured: the molecule CH4N6, with ωB97M-V with the def2-TZVPD basis set.

The geometry in XYZ format:
```
11
CH4N6, DFT ωB97M-V with the def2-TZVPD basis set
C -0.628 0.433 -0.137
H -1.258 1.288 1.743
H -2.334 1.481 0.327
H 1.037 -1.155 2.114
H 1.683 0.401 1.832
N -1.406 1.227 0.658
N -0.674 0.135 -1.364
N 0.434 -0.679 -1.654
N 1.088 -0.876 -0.520
N 0.389 -0.279 0.417
N 0.832 -0.186 1.721
```

Properties
total charge = 0
structure (SMILES) = Nc1nnnn1N
gap between HOMO and LUMO = 9.97 eV

---

*2*
Computed, not measured: the molecule CH4N6, with ωB97M-V with the def2-TZVPD basis set.

The geometry in XYZ format:
```
11
CH4N6, DFT ωB97M-V with the def2-TZVPD basis set
C 1.473 -0.364 -0.198
N -2.480 0.183 -0.020
N -1.948 -1.023 0.024
N -1.736 1.148 0.252
N -0.687 -1.161 0.028
N -0.502 1.238 0.011
N 0.087 -0.263 -0.526
H 2.185 0.143 -0.900
H 1.808 -0.048 0.857
H 1.558 -1.367 -0.109
H 0.243 1.514 0.580
```

Properties
total charge = 0
structure (SMILES) = CN1N=NN=NN1
gap between HOMO and LUMO (spin up / spin down) = 8.67 / 8.68 eV

---

Least stable of them? *2*.

---

*1*
Computed, not measured: a cluster of 2 separate species, C5H12N3 in total, with ωB97M-V with the def2-TZVPD basis set.

The geometry in XYZ format:
```
20
C5H12N3, DFT ωB97M-V with the def2-TZVPD basis set
C 3.758 1.305 -0.230
C 1.998 -0.311 0.436
C 0.466 0.103 0.255
C 2.242 -1.512 -0.544
C -0.373 -0.465 1.324
N 2.925 0.599 0.092
N 0.208 1.000 -0.596
N -2.939 1.442 -0.846
H 4.415 2.051 -0.585
H 2.305 -0.659 1.386
H 1.983 -2.427 -0.126
H 3.254 -1.478 -1.024
H 1.640 -1.321 -1.400
H -1.441 0.071 1.178
H 0.077 -0.100 2.363
H -0.511 -1.501 1.314
H -0.697 1.396 -0.459
H -3.629 0.983 -1.370
H -3.125 2.417 -0.881
H -3.132 1.253 0.047
```

Properties
total charge = +1
gap between HOMO and LUMO = 9.07 eV

---

*2*
Computed, not measured: the ion C5H12N3 with charge +1, with ωB97M-V with the def2-TZVPD basis set.

The geometry in XYZ format:
```
20
C5H12N3, DFT ωB97M-V with the def2-TZVPD basis set
C 1.506 0.006 -0.284
C 0.619 -0.559 0.812
C -0.744 0.052 0.658
C -1.012 1.403 1.339
C -1.410 -0.868 -1.666
N 0.990 0.397 -1.377
N 2.792 -0.182 -0.059
N -0.978 0.157 -0.764
H 0.675 -1.607 0.555
H 1.280 -0.359 1.791
H -1.398 -0.791 0.960
H -1.972 1.882 1.110
H -0.211 2.085 1.195
H -1.088 1.141 2.378
H -2.464 -0.615 -1.723
H -0.662 -0.938 -2.602
H -1.328 -1.836 -1.134
H 3.366 -0.860 0.575
H 3.372 0.427 -0.724
H -1.334 1.065 -1.038
```

Properties
total charge = +1
gap between HOMO and LUMO = 8.94 eV

---

Least stable of them? *2*.

---

*1*
Computed, not measured: a structure of composition C21H29N6Se3SnTe2, with ωB97M-V with the def2-TZVPD basis set.

The geometry in XYZ format:
```
62
C21H29N6Se3SnTe2, DFT ωB97M-V with the def2-TZVPD basis set
Sn -0.815 -0.497 1.594
Se 0.613 -3.294 1.108
Se 0.049 -4.830 2.619
Te -2.374 -5.242 2.682
Se -3.148 -3.611 1.151
N -2.793 3.611 1.372
C -1.724 2.824 1.501
N -2.018 1.540 1.396
C -3.389 1.487 1.195
C -4.252 0.410 1.006
C -5.576 0.688 0.746
C -6.056 2.002 0.705
C -5.226 3.081 0.921
C -3.887 2.803 1.166
H -2.808 4.620 1.423
H -0.728 3.201 1.634
H -3.899 -0.617 1.080
H -6.268 -0.123 0.579
H -7.100 2.166 0.489
H -5.598 4.091 0.906
N -0.606 -1.930 -4.305
C -1.418 -2.068 -3.064
C -1.243 -0.838 -2.157
N -1.724 -1.085 -0.798
H -0.634 -2.798 -4.855
H 0.394 -1.713 -4.059
H -0.959 -1.171 -4.901
H -1.063 -2.958 -2.539
H -2.466 -2.213 -3.331
H -1.760 0.031 -2.567
H -0.178 -0.616 -2.090
H -1.604 -2.079 -0.589
H -2.729 -0.920 -0.748
N 1.268 1.348 3.502
N 0.747 0.013 3.649
H 2.085 1.495 4.107
H 0.555 2.010 3.809
H 0.452 -0.188 4.612
H 1.519 -0.630 3.443
Te 1.359 1.113 0.632
C 1.707 0.396 -1.360
C 1.611 1.295 -2.419
C 1.840 0.866 -3.715
C 2.185 -0.458 -3.959
C 2.283 -1.357 -2.900
C 2.030 -0.933 -1.602
C 3.306 0.510 1.300
C 3.698 -0.811 1.438
C 5.018 -1.092 1.756
C 5.925 -0.062 1.943
C 5.515 1.257 1.841
C 4.203 1.548 1.512
H 1.377 2.333 -2.224
H 1.795 1.571 -4.530
H 2.447 -0.768 -4.959
H 2.609 -2.372 -3.067
H 2.075 -1.641 -0.781
H 2.987 -1.617 1.287
H 5.336 -2.120 1.841
H 6.951 -0.289 2.174
H 6.221 2.058 1.991
H 3.883 2.576 1.408
```

Properties
total charge = +3
gap between HOMO and LUMO (spin up / spin down) = 5.45 / 6.07 eV

---

*2*
Computed, not measured: a structure of composition C21H29N6Se3SnTe2, with ωB97M-V with the def2-TZVPD basis set.

The geometry in XYZ format:
```
62
C21H29N6Se3SnTe2, DFT ωB97M-V with the def2-TZVPD basis set
Sn 0.991 1.122 -1.314
Se 1.823 4.390 -1.050
Se 0.724 5.837 -2.295
Te -1.780 5.281 -2.018
Se -1.806 3.268 -0.794
N 5.472 1.724 -0.880
C 4.264 1.879 -1.429
N 3.326 1.207 -0.783
C 3.987 0.560 0.270
C 3.515 -0.310 1.257
C 4.431 -0.804 2.166
C 5.789 -0.452 2.105
C 6.271 0.395 1.130
C 5.343 0.886 0.217
H 6.322 2.145 -1.224
H 4.098 2.493 -2.301
H 2.477 -0.625 1.309
H 4.105 -1.489 2.937
H 6.473 -0.864 2.834
H 7.319 0.655 1.078
N -2.018 1.704 3.759
C -0.654 1.912 3.144
C -0.565 1.230 1.779
N 0.668 1.594 1.065
H -2.059 2.105 4.702
H -2.259 0.712 3.846
H -2.756 2.154 3.207
H 0.073 1.524 3.857
H -0.521 2.990 3.058
H -1.410 1.539 1.160
H -0.609 0.144 1.878
H 1.503 1.341 1.593
H 0.699 2.606 0.911
N 1.330 -1.473 -2.719
N 1.578 -1.217 -1.325
H 1.391 -2.470 -2.911
H 2.052 -1.014 -3.265
H 2.515 -1.492 -1.029
H 0.902 -1.775 -0.801
Te -1.730 -0.451 -2.306
C -3.571 0.059 -1.421
C -4.635 0.395 -2.249
C -5.865 0.727 -1.691
C -6.036 0.709 -0.316
C -4.976 0.360 0.511
C -3.743 0.044 -0.039
C -1.581 -2.433 -1.615
C -1.274 -2.716 -0.284
C -1.177 -4.034 0.145
C -1.384 -5.070 -0.756
C -1.688 -4.790 -2.080
C -1.788 -3.474 -2.514
H -4.518 0.396 -3.325
H -6.694 0.983 -2.337
H -7.000 0.950 0.111
H -5.127 0.316 1.583
H -2.922 -0.262 0.602
H -1.137 -1.907 0.428
H -0.951 -4.255 1.180
H -1.315 -6.097 -0.423
H -1.858 -5.597 -2.780
H -2.034 -3.266 -3.548
```

Properties
total charge = +3
gap between HOMO and LUMO (spin up / spin down) = 5.60 / 5.61 eV

---

Least stable of them? *1*.

---

*1*
Computed, not measured: the molecule C3H4ClN3, with ωB97M-V with the def2-TZVPD basis set.

The geometry in XYZ format:
```
11
C3H4ClN3, DFT ωB97M-V with the def2-TZVPD basis set
C 0.531 -0.163 -0.411
C 0.896 -0.611 0.806
C -1.138 0.371 1.000
H 1.751 -1.089 1.173
H -0.300 -0.589 2.640
H -2.232 0.894 2.430
H -1.235 0.896 -1.033
N -0.158 -0.352 1.706
N -2.230 0.856 1.413
N -0.736 0.415 -0.337
Cl 1.303 -0.243 -1.944
```

Properties
total charge = 0
structure (SMILES) = [H]/N=c1\[nH]cc(Cl)[nH]1
gap between HOMO and LUMO = 8.49 eV

---

*2*
Computed, not measured: the molecule C3H4ClN3, with ωB97M-V with the def2-TZVPD basis set.

The geometry in XYZ format:
```
11
C3H4ClN3, DFT ωB97M-V with the def2-TZVPD basis set
C -0.769 0.550 0.476
C -0.952 -0.457 -0.356
C 0.598 1.153 0.592
N 1.538 -0.024 0.501
N 1.344 -0.962 -0.190
N 0.071 -0.902 -1.074
Cl -0.352 -2.333 -1.948
H -1.380 0.903 1.389
H -1.884 -1.053 -0.499
H 0.960 1.522 -0.413
H 0.826 1.604 1.522
```

Properties
total charge = 0
structure (SMILES) = ClN1C=CCN=N1
gap between HOMO and LUMO = 9.56 eV

---

Least stable of them? *2*.